# C23H18CuN5O2S2

A molecular structure, C23H18CuN5O2S2 in a non-equilibrium geometry (ωB97M-V/def2-TZVPD, OMol25).

Calculated values
**Charge**: 0
**F_max**: 1.04 eV/Å
**Kohn-Sham gap**: 6.1 eV
**Energy relative to the best compared isomer or geometry (same formula, charge and spin)**: 10.1 kcal/mol
**E_LUMO**: -0.0410 hartree

Each line ends with the Mulliken charge.
Element x y z (Å)
Cu1 -1.51542 -1.97505 0.39808  -0.54
N1 -5.59463 -3.03890 -0.64909  -0.39
C1 -4.43309 -2.47874 -0.24574  0.50
S1 -3.36064 -3.43637 0.70175  -0.43
N2 -4.29793 -1.20200 -0.63534  -0.89
N3 -3.08152 -0.72973 -0.32020  0.43
C2 -2.86855 0.53525 -0.25024  0.17
C3 -3.87317 1.59154 -0.53164  -0.03
C4 -4.53500 1.62685 -1.75621  -0.14
C5 -5.47179 2.61381 -2.01635  -0.68
C6 -5.76628 3.57051 -1.05364  -0.36
C7 -5.12027 3.53627 0.17323  -0.74
C8 -4.17820 2.55052 0.42993  -0.01
C9 -1.50825 0.90847 0.21390  0.73
C10 -1.03263 2.21627 0.10286  -0.66
C11 0.22425 2.52854 0.57807  -0.52
C12 0.99257 1.53021 1.16157  -0.75
C13 0.46103 0.25784 1.21879  -0.19
N4 -0.75199 -0.06165 0.76250  -0.42
H1 -5.85225 -3.94755 -0.31697  0.20
H2 -6.24993 -2.46786 -1.15380  0.23
H3 -4.31951 0.86602 -2.49410  0.42
H4 -5.97970 2.63196 -2.97192  0.38
H5 -6.50307 4.33620 -1.25947  0.39
H6 -5.35387 4.27141 0.93227  0.38
H7 -3.67952 2.51795 1.39171  0.50
H8 -1.65691 2.96561 -0.36072  0.50
H9 0.60193 3.53926 0.49362  0.44
H10 1.97529 1.72767 1.56552  0.46
H11 1.02429 -0.55616 1.66135  0.65
C14 6.21183 1.22648 0.83783  -0.75
C15 7.38322 0.28318 0.92507  0.59
O1 8.52071 0.65865 0.91876  -0.51
S2 7.13205 -1.48881 1.19159  -0.13
C16 5.46816 -1.79861 0.66987  -0.01
C17 4.56625 -2.31883 1.59820  -0.55
C18 3.26973 -2.61563 1.21520  -0.50
C19 2.87629 -2.37786 -0.09792  0.59
C20 3.77105 -1.86804 -1.03614  -0.45
C21 5.07164 -1.59381 -0.64974  -0.51
C22 1.50485 -2.63305 -0.49339  -0.15
C23 0.15229 -2.91899 -0.26212  0.12
H12 5.29901 0.76702 0.47221  0.23
H13 6.50039 2.06532 0.20881  0.30
H14 6.03227 1.59551 1.84963  0.27
H15 4.88462 -2.48012 2.61911  0.46
H16 2.56403 -3.01748 1.93074  0.53
H17 3.44696 -1.70348 -2.05543  0.51
H18 5.78498 -1.22303 -1.37421  0.48
O2 0.55266 -2.38988 -2.71189  -0.63
N5 0.71179 -2.59667 -1.52588  0.51